The following is a DFT calculation (ωB97M-V with the def2-TZVPD basis set) of a molecular structure, C32H65BrFeIO7PS3Se2Si in a non-equilibrium geometry.

XYZ file:
```
114
Properties=species:S:1:pos:R:3:forces:R:3
Fe 0.4566 1.4277 -0.5342 -0.989 0.829 0.374
C 0.8081 -4.5561 2.2846 1.328 -0.045 -0.418
Se 0.3918 -2.7185 3.1723 -1.073 1.046 -1.229
C -0.2015 -2.8298 5.2246 0.551 -1.297 -1.107
C -1.3859 -3.7451 5.2868 -0.468 1.308 -0.920
Se -2.8359 -3.4655 3.8430 -3.443 -3.114 3.661
C -3.9698 -2.0196 4.6587 0.793 -0.579 -0.353
H 1.0016 -4.4030 1.1805 -0.634 0.185 1.300
H 0.0704 -5.3343 2.4441 -0.267 0.145 0.040
H 1.8090 -4.9122 2.6816 -1.201 0.616 -0.054
H -0.3116 -1.7981 5.5218 -0.290 0.189 -0.135
H 0.7204 -3.2487 5.6322 -0.179 -0.001 0.129
H -1.9798 -3.5556 6.1563 -0.155 -0.426 0.621
H -1.1549 -4.7890 5.0989 0.076 -0.012 0.425
H -3.3771 -1.4362 5.3914 -0.409 -0.400 -0.465
H -4.8166 -2.5448 5.1072 0.137 0.457 -0.029
H -4.2561 -1.3909 3.8006 0.028 -0.103 0.475
C -5.3471 0.2972 -3.4975 1.117 -0.603 0.652
C -4.0639 1.0189 -3.0353 -1.789 0.977 2.398
O -3.5235 0.4280 -1.7837 -0.915 -0.622 -3.020
P -3.1391 1.2138 -0.4734 1.901 -1.880 2.396
S -1.5686 -2.0016 2.4208 5.282 2.045 -2.029
S -1.6253 2.5624 -0.9010 0.744 0.606 -0.627
O -4.4346 2.1134 -0.3224 -1.299 1.245 0.345
C -4.5315 3.0672 0.7382 0.632 0.870 -0.196
C -5.0245 4.3453 0.1139 0.794 1.235 -0.522
H -5.6209 0.6025 -4.4828 -0.274 0.669 -0.669
H -6.1925 0.3733 -2.8270 -0.031 0.359 0.241
H -5.1560 -0.7670 -3.6158 0.219 -0.235 0.192
H -4.2835 2.0867 -2.7629 0.138 -0.869 -0.614
H -3.3400 0.9979 -3.7984 1.167 -0.169 -0.785
H -3.5531 3.3373 1.2389 -0.724 -0.805 -0.681
H -5.2054 2.7479 1.5233 -0.226 -0.574 0.001
H -4.1498 4.7840 -0.4762 -1.259 -0.408 0.661
H -5.2456 5.0199 0.9664 -0.129 0.014 -0.708
H -5.8932 4.2427 -0.5848 0.632 -0.078 0.836
Br -4.1208 -9.0583 -2.8516 -0.655 0.138 -0.279
C -5.8910 -8.4378 -2.4575 0.492 0.996 0.355
C -6.9800 -8.7692 -3.2440 -0.500 -1.464 -2.300
C -8.2779 -8.4924 -2.8131 0.508 -0.208 -1.089
C -8.4560 -7.8014 -1.6478 -2.210 0.202 0.726
C -7.4066 -7.3347 -0.9094 2.326 0.163 -0.171
C -6.0900 -7.5729 -1.3619 -0.202 -0.675 0.013
I -4.4717 -6.6213 -0.3723 -0.611 -0.334 -0.126
H -6.8950 -9.2723 -4.2950 0.281 0.748 2.317
H -9.1394 -8.7959 -3.4256 0.537 0.170 0.340
H -9.5028 -7.6211 -1.3424 0.759 0.007 0.098
H -7.4375 -6.7930 0.0168 -0.712 0.279 0.128
C 2.2235 -3.2668 -1.0367 -0.923 -1.171 1.101
C 2.1014 -2.7691 -2.4491 0.446 -0.093 -0.161
C 0.6320 -2.6144 -2.8144 -0.234 -0.351 -1.229
S -0.2430 -1.0252 -2.6084 0.243 1.661 0.672
O 0.5176 -0.2286 -1.4978 -0.088 -1.818 -1.349
C 0.0229 0.0050 -4.1237 0.539 -1.204 -0.712
C 1.4748 0.1196 -4.7423 -1.581 0.837 -1.167
C 1.5879 -0.6326 -6.1119 -0.277 -0.069 1.379
H 1.9348 -4.3492 -1.0298 0.131 0.697 -0.015
H 1.4906 -2.7840 -0.3675 0.456 0.140 -0.168
H 3.1989 -3.2471 -0.5722 0.362 0.351 -0.109
H 2.4634 -3.5803 -3.0950 0.123 0.332 -0.066
H 2.7253 -1.8891 -2.6760 -0.451 -0.159 0.223
H -0.0176 -3.3350 -2.2520 0.608 0.630 -0.439
H 0.5848 -2.8867 -3.8969 -0.639 0.450 0.647
H -0.3729 0.9908 -3.8925 -0.053 -0.039 0.647
H -0.7104 -0.4137 -4.8534 0.565 0.061 0.387
H 2.2119 -0.2685 -4.0642 0.421 0.387 0.433
H 1.5803 1.2365 -4.9607 0.373 -1.549 0.566
H 1.7873 -1.7088 -5.9850 0.148 0.387 0.003
H 2.3441 -0.1677 -6.7264 0.226 -0.091 -0.218
H 0.6264 -0.5659 -6.5899 -0.295 0.137 -0.562
C 6.5359 1.2212 0.5709 0.501 0.958 0.542
C 5.0582 1.1402 0.1593 0.850 0.626 0.212
C 5.0530 1.3161 -1.3776 -2.263 1.245 -0.267
C 4.4667 -0.1794 0.5881 -2.437 -0.751 0.356
O 4.4403 2.2635 0.8396 1.312 -1.053 -1.326
Si 3.0174 2.9174 1.2311 -1.061 -1.493 -0.687
O 1.7809 2.2007 0.4267 1.098 0.345 0.768
O 3.0166 2.7584 2.8418 0.293 -0.459 0.613
C 2.3074 3.4064 3.8791 -0.834 0.216 -0.577
C 2.4215 2.5241 5.1188 -0.168 0.137 -0.709
C 2.9651 4.7150 4.2560 0.674 1.167 -1.543
C 0.8315 3.5607 3.3957 -0.073 1.168 0.881
O 3.0527 4.4878 0.9597 -0.083 0.982 -0.132
C 3.4262 5.3325 -0.1551 -0.182 -0.684 1.386
C 4.8715 5.6248 0.0780 0.715 2.312 -0.053
C 3.1589 4.5687 -1.3966 -0.592 0.158 -1.376
C 2.5519 6.5534 0.1248 -1.661 0.580 -1.240
H 7.2237 0.5682 0.0387 -0.306 -0.328 -0.335
H 6.7018 1.0253 1.6376 -0.316 0.081 -0.111
H 6.8895 2.2544 0.3736 -0.210 -0.484 0.168
H 5.4012 0.4588 -1.9656 0.276 0.080 0.502
H 5.6534 2.2362 -1.6088 -0.626 -0.859 -0.096
H 3.9429 1.4683 -1.7147 1.882 -0.050 0.508
H 3.7755 -0.6082 -0.1871 0.703 0.286 0.461
H 3.8055 -0.1306 1.4956 0.659 0.492 -0.684
H 5.2023 -0.9111 0.8641 0.579 -0.391 -0.247
H 3.4745 2.4803 5.3778 0.134 -0.353 0.009
H 2.0321 1.5581 4.8223 -0.045 -0.411 0.464
H 1.9041 2.9637 5.9666 -0.307 -0.106 0.035
H 3.9460 4.5785 4.6822 0.294 -0.455 0.489
H 2.3752 5.3098 4.9266 -0.426 0.153 0.471
H 3.2112 5.3558 3.3876 -0.593 -0.338 0.083
H 0.3583 2.5816 3.3266 0.022 -0.056 0.033
H 0.6925 4.0648 2.3893 0.469 -0.385 1.260
H 0.3198 4.1593 4.2078 0.123 -0.558 -1.034
H 5.6213 4.8513 0.0063 -0.273 -0.636 -0.402
H 4.8552 5.9217 1.1180 0.545 0.401 0.342
H 5.1916 6.5146 -0.5336 -0.145 -0.821 0.489
H 3.8845 3.7413 -1.5162 -0.530 0.493 -0.027
H 3.1346 5.2205 -2.2885 0.412 -0.234 0.249
H 2.1398 4.2024 -1.3034 -0.061 -0.442 -0.172
H 2.5857 6.7640 1.1961 0.339 0.318 -0.237
H 1.4705 6.2928 -0.0587 0.960 -0.089 0.135
H 2.6854 7.4670 -0.5220 0.459 -0.881 0.740
```
Positions in Å, forces in eV/Å.

The orbital gap (alpha / beta) is 4.7 / 4.7 eV. The HOMO energy (alpha / beta) is -4.6915 / -4.6711 eV. The expectation value of S² is 6.016. Its spin multiplicity is 5. For the electronic energy, the calculation gives -12548.64116 Eh. The calculation puts the energy relative to the best compared isomer or geometry (same formula, charge and spin) at 158.1 kcal per mole.

Results of the Löwdin charge analysis, in e, for atoms 1 through 99: number 1, Fe, carries 0.572; number 2, C, carries -0.305; number 3, Se, carries 0.687; number 4, C, carries -0.410; number 5, C, carries -0.484; number 6, Se, carries 0.603; number 7, C, carries -0.357; number 8, H, carries 0.002; number 9, H, carries 0.011; number 10, H, carries 0.039; number 11, H, carries 0.058; number 12, H, carries 0.055; number 13, H, carries 0.044; number 14, H, carries 0.049; number 15, H, carries 0.036; number 16, H, carries 0.006; number 17, H, carries 0.014; number 18, C, carries -0.071; number 19, C, carries -0.242; number 20, O, carries -0.439; number 21, P, carries 0.393; number 22, S, carries -0.041; number 23, S, carries 0.170; number 24, O, carries -0.422; number 25, C, carries -0.359; number 26, C, carries -0.106; number 27, H, carries 0.058; number 28, H, carries 0.072; number 29, H, carries 0.069; number 30, H, carries 0.111; number 31, H, carries 0.077; number 32, H, carries 0.107; number 33, H, carries 0.104; number 34, H, carries 0.088; number 35, H, carries 0.077; number 36, H, carries 0.086; number 37, Br, carries 0.660; number 38, C, carries -0.730; number 39, C, carries -0.139; number 40, C, carries -0.103; number 41, C, carries -0.115; number 42, C, carries -0.150; number 43, C, carries -0.722; number 44, I, carries 0.836; number 45, H, carries 0.143; number 46, H, carries 0.115; number 47, H, carries 0.120; number 48, H, carries 0.082; number 49, C, carries -0.131; number 50, C, carries -0.293; number 51, C, carries -0.333; number 52, S, carries 1.011; number 53, O, carries -0.650; number 54, C, carries -0.311; number 55, C, carries -0.235; number 56, C, carries -0.097; number 57, H, carries 0.089; number 58, H, carries 0.069; number 59, H, carries 0.072; number 60, H, carries 0.113; number 61, H, carries 0.104; number 62, H, carries 0.108; number 63, H, carries 0.101; number 64, H, carries 0.073; number 65, H, carries 0.091; number 66, H, carries 0.069; number 67, H, carries 0.130; number 68, H, carries 0.071; number 69, H, carries 0.066; number 70, H, carries 0.056; number 71, C, carries -0.049; number 72, C, carries -0.607; number 73, C, carries -0.044; number 74, C, carries -0.027; number 75, O, carries -0.082; number 76, Si, carries -0.024; number 77, O, carries -0.377; number 78, O, carries -0.081; number 79, C, carries -0.640; number 80, C, carries -0.031; number 81, C, carries -0.037; number 82, C, carries -0.019; number 83, O, carries -0.118; number 84, C, carries -0.645; number 85, C, carries -0.026; number 86, C, carries -0.029; number 87, C, carries -0.022; number 88, H, carries 0.081; number 89, H, carries 0.090; number 90, H, carries 0.086; number 91, H, carries 0.078; number 92, H, carries 0.090; number 93, H, carries 0.105; number 94, H, carries 0.080; number 95, H, carries 0.105; number 96, H, carries 0.069; number 97, H, carries 0.083; number 98, H, carries 0.081; number 99, H, carries 0.086